DFT (ωB97M-V with the def2-TZVPD basis set) results for an isolated ion of composition C20H21O7S and charge -1.

Total charge: -1
Multiplicity: 1
Frontier orbital gap, eV: 6.4
Maximum force, eV Å⁻¹: 4.770
Electronic energy, eV: -46245.77518

```
49
Properties=species:S:1:pos:R:3:forces:R:3
C -3.820687 -0.353979 0.996560 0.97 0.10 -1.18
C -2.389995 -0.277552 0.352854 0.16 0.52 0.95
C -1.579263 0.919993 0.470270 -3.11 -2.43 0.71
C -0.334930 1.000068 -0.016486 0.79 1.28 -0.33
C 0.396960 2.345153 0.140438 0.33 -0.47 1.34
O 0.484781 3.140749 -0.753196 -0.38 -0.11 -1.40
C 0.982437 2.738914 1.449601 -0.04 2.85 2.82
C 0.187197 3.588567 2.369845 -1.62 -0.77 -0.63
O -1.051047 3.460794 2.600586 1.05 -0.28 -0.98
C 0.788111 4.734742 3.163848 2.32 -0.06 -0.62
C 2.412012 4.864066 2.852787 -2.34 0.49 1.66
C 3.072206 3.429554 2.779903 0.23 2.94 -0.12
C 2.408633 2.641982 1.719566 -3.47 -1.67 -0.36
O 2.976775 1.699845 1.190359 2.17 -0.94 -1.05
C 0.200242 -0.060111 -0.699091 0.57 -2.23 -1.95
C 1.551121 0.131123 -1.346083 0.20 -0.82 -1.75
C -0.478231 -1.317742 -0.837712 -0.03 0.10 0.12
C -1.818890 -1.412682 -0.259720 1.00 0.63 -0.61
S -2.867209 -2.889803 -0.263423 -3.26 -1.02 3.33
O -4.112787 -2.827205 -1.023878 0.90 1.04 -0.71
O -3.254658 -3.200527 1.165659 2.35 0.28 -2.56
C -1.997027 -4.182757 -1.109411 1.94 2.12 -0.43
C -0.455157 -3.988628 -1.031491 -0.76 2.40 -0.03
C 0.131766 -2.584853 -1.596419 -1.78 -2.70 -0.38
O 1.583856 -2.783971 -1.761116 -2.49 1.31 1.61
C 1.696177 -3.149019 -3.079833 2.81 0.55 -2.29
C 0.647601 -2.369851 -3.848405 0.74 -1.14 0.67
O -0.377010 -2.778020 -2.992900 -1.58 2.08 1.50
H -4.177207 0.543489 1.469823 0.22 0.89 -0.40
H -3.892942 -1.062075 1.791298 0.40 -0.81 0.33
H -4.510690 -0.695297 0.218712 -0.10 0.23 0.21
H -1.998150 1.718457 1.031831 -0.27 0.76 0.38
H 0.607505 4.521299 4.215154 0.30 -0.27 0.25
H 0.175424 5.671307 3.025396 0.86 -0.88 -0.47
H 2.753119 5.431955 3.753075 0.34 -0.34 -0.80
H 2.490525 5.534320 1.970282 0.38 -0.85 0.32
H 4.121449 3.544956 2.415112 -0.56 -0.25 0.69
H 3.022815 2.993643 3.794592 0.11 -0.12 -0.64
H 1.562003 -0.023666 -2.517737 -0.06 -0.57 2.43
H 1.888582 1.145635 -1.353631 0.11 0.59 0.81
H 2.224858 -0.505165 -0.742615 0.26 0.38 -1.03
H -2.177001 -5.095438 -0.637938 -0.89 -1.38 0.86
H -2.484587 -4.113137 -2.084662 0.64 -0.23 -0.05
H -0.023107 -4.763295 -1.586908 0.80 -0.93 -1.16
H -0.135125 -4.171934 -0.034353 0.20 0.22 1.13
H 1.539193 -4.242557 -3.213604 0.18 0.58 -0.18
H 2.692136 -2.809004 -3.440485 -0.13 -0.72 0.41
H 0.820579 -1.272816 -3.904102 -0.19 -0.74 -0.06
H 0.517635 -2.869529 -4.802355 -0.28 0.40 -0.36
```
Positions in Å, forces in eV/Å.